(1)
{
  "formula": "C23H31MoNO2P2",
  "method": "ωB97M-V/def2-TZVPD",
  "species": ["Mo", "P", "P", "O", "O", "N", "C", "C", "C", "C", "C", "C", "C", "C", "C", "C", "C", "C", "C", "C", "C", "C", "C", "C", "C", "C", "C", "C", "C", "H", "H", "H", "H", "H", "H", "H", "H", "H", "H", "H", "H", "H", "H", "H", "H", "H", "H", "H", "H", "H", "H", "H", "H", "H", "H", "H", "H", "H", "H", "H"],
  "coordinates": [[0.071384, -0.175968, 1.030178], [1.736306, -1.638845, 0.723959], [0.666787, 1.556677, 2.339332], [-0.807333, -1.838765, 3.543527], [-1.717701, -1.560266, -0.579272], [0.319040, 0.811163, -0.934569], [-0.175909, 2.077626, -1.091489], [-1.557281, 4.488299, -1.272308], [-2.753649, -3.475745, 0.357063], [-1.706429, 3.537820, -2.273103], [2.108695, -1.521433, -3.134464], [-0.851670, 2.416678, -2.320485], [-0.632542, 4.292396, -0.237384], [-3.703926, -1.091735, 0.680730], [-0.691129, 2.253238, 3.315642], [-3.019849, -2.099422, -0.218545], [2.949539, -2.038597, 2.001308], [-0.525739, -1.216254, 2.574582], [2.629415, -0.973318, -0.743274], [2.082798, 1.458477, 3.463671], [0.257752, -0.520450, -4.338191], [0.093730, 0.438794, -3.313241], [1.790138, -0.791331, -1.990378], [-0.634842, 1.630793, -3.459297], [0.732128, 0.140728, -2.051208], [1.289860, -1.456718, -4.264255], [1.148031, -3.244654, 0.093598], [0.012730, 3.062362, -0.088156], [0.987428, 2.851798, 1.074509], [-0.433659, 5.090323, 0.480038], [3.652634, -2.795883, 1.630461], [-1.230071, -1.516329, 0.365776], [-3.581977, -2.224436, -1.152418], [0.952378, 3.778097, 1.665410], [-3.661641, -4.027708, 0.601470], [-2.466389, 3.627355, -3.045935], [-0.422945, -0.471588, -5.192723], [-1.103332, 1.880642, -4.405351], [3.010461, 1.310906, 2.893877], [1.492916, -2.105763, -5.117737], [1.993019, -3.808095, -0.324863], [2.136830, 2.383944, 4.053406], [0.378296, -3.089208, -0.675681], [1.938566, 0.596395, 4.133887], [-3.683575, -0.117692, 0.177054], [-2.128573, 5.414495, -1.305610], [2.408130, -2.435882, 2.873292], [-2.166685, -4.070469, -0.351908], [3.396372, -1.733322, -0.958015], [2.027535, 2.681973, 0.733589], [-1.075932, 1.482538, 3.998534], [0.697162, -3.802491, 0.926397], [3.132510, -0.043121, -0.417553], [-3.137550, -0.987444, 1.624929], [-0.311246, 3.110593, 3.886416], [-4.739220, -1.350802, 0.918135], [-2.145437, -3.412343, 1.272324], [-1.502934, 2.567020, 2.647847], [2.981535, -2.169910, -3.127581], [3.495059, -1.135144, 2.304050]],
  "forces_ev_per_angstrom": [[-2.83, 0.49, -2.74], [1.93, -1.88, -1.17], [0.35, 1.82, 0.94], [0.96, 2.19, -3.68], [1.69, 0.85, 2.11], [1.86, 0.95, 0.45], [-0.33, -0.53, -0.58], [-0.58, -0.33, -0.89], [0.12, -0.27, 0.28], [0.13, 1.20, 0.21], [-0.28, 0.47, 0.94], [0.35, -0.05, 0.62], [0.54, -0.97, 0.31], [0.14, 0.16, 0.11], [-0.16, -0.33, 0.14], [0.01, -0.45, 0.15], [0.03, 0.12, 0.23], [-1.06, -2.45, 4.64], [0.52, -0.09, 0.31], [0.12, -0.02, -0.03], [0.98, -0.47, -0.63], [0.46, -0.21, 0.38], [0.18, -0.79, -0.10], [-0.76, -1.13, 1.14], [-0.94, 0.40, -0.25], [-1.15, 0.58, -0.86], [-0.38, -0.01, 0.25], [-0.38, 0.20, 0.68], [0.32, 0.63, 0.25], [-0.08, -0.19, -0.22], [-0.15, 0.20, 0.10], [-1.90, -1.31, -2.42], [0.34, 0.30, 0.01], [0.38, -0.01, -0.24], [-0.02, 0.10, -0.02], [0.32, 0.37, -0.05], [0.53, 0.03, 0.06], [0.00, -0.02, 0.05], [-0.21, 0.11, 0.20], [-0.17, 0.13, 0.31], [-0.19, 0.14, 0.12], [0.12, -0.27, -0.13], [0.25, -0.05, 0.16], [0.02, 0.34, -0.16], [-0.18, -0.14, 0.09], [0.02, -0.30, 0.02], [0.22, 0.07, -0.23], [-0.25, 0.11, 0.00], [0.02, 0.37, 0.01], [-0.44, 0.20, -0.05], [0.08, 0.32, -0.08], [0.14, 0.03, -0.25], [-0.14, -0.28, -0.28], [-0.26, -0.13, -0.15], [-0.20, -0.14, -0.13], [0.19, -0.01, -0.01], [-0.21, 0.11, -0.01], [0.14, 0.01, 0.16], [-0.15, 0.07, -0.03], [-0.07, -0.28, -0.06]],
  "mulliken_charge": [-0.4898, 1.5100, 1.2946, -0.3479, -0.2122, 0.5953, 0.7556, -0.8434, -1.0606, -0.8993, -0.6714, 0.6109, -0.6260, -1.1228, -1.2454, 0.4946, -1.1853, -0.1288, -1.5262, -1.3149, -0.9283, 0.2888, 0.4714, -0.9310, 0.7444, -0.9111, -1.4696, 0.1695, -1.3270, 0.4239, 0.4660, 0.1095, 0.3269, 0.4636, 0.4348, 0.4925, 0.4856, 0.5277, 0.3523, 0.4290, 0.5228, 0.4604, 0.3109, 0.3892, 0.2635, 0.4232, 0.3987, 0.3024, 0.5889, 0.4694, 0.3971, 0.4372, 0.4076, 0.1796, 0.4463, 0.4436, 0.1805, 0.3690, 0.4484, 0.3552],
  "spin_multiplicity": 3,
  "total_charge": 2,
  "homo_ev": [-13.9, -14.0],
  "lumo_energy_ev": [-7.20, -8.08]
}

---

(2)
{
  "formula": "C23H31N3O2",
  "method": "ωB97M-V/def2-TZVPD",
  "species": ["O", "O", "N", "N", "N", "C", "C", "C", "C", "C", "C", "C", "C", "C", "C", "C", "C", "C", "C", "C", "C", "C", "C", "C", "C", "C", "C", "C", "H", "H", "H", "H", "H", "H", "H", "H", "H", "H", "H", "H", "H", "H", "H", "H", "H", "H", "H", "H", "H", "H", "H", "H", "H", "H", "H", "H", "H", "H", "H"],
  "coordinates": [[2.485866, -3.485451, -0.284026], [-1.483433, -1.712487, 1.260460], [1.374179, -2.112936, 1.140785], [-0.270599, -1.850648, -1.374756], [2.539464, 0.493342, 0.294546], [2.903763, 0.092937, -1.049551], [0.136339, -1.498225, -2.605673], [-4.350780, 1.841060, 0.580536], [2.443285, -1.957874, 2.106339], [0.157161, -3.055236, -0.715104], [-0.565013, -0.384113, -3.020385], [3.586310, 0.166973, 1.246733], [2.472006, 4.334833, 0.128760], [-5.526207, -0.228267, 0.861729], [2.076026, 1.872414, 0.410170], [-3.163748, 1.149973, 0.413672], [-4.339900, -0.922560, 0.709222], [-1.451196, -0.060050, -1.998601], [-1.250040, -0.972877, -0.962985], [-3.153878, -0.238555, 0.466141], [3.015520, 2.941221, -0.170725], [-1.896556, -1.032463, 0.324083], [3.711754, -1.331595, 1.523575], [1.479357, -2.903350, 0.070143], [-5.534171, 1.154723, 0.794857], [1.072601, 4.499012, -0.455321], [0.682153, 2.034156, -0.200570], [0.134308, 3.428219, 0.093533], [-2.153034, 0.749453, -1.994185], [-0.853934, 3.543271, -0.358744], [0.026173, 3.558544, 1.173203], [1.122901, 4.410437, -1.543149], [2.985239, -0.990932, -1.090181], [2.127996, 0.394796, -1.748185], [3.351680, 0.668061, 2.190442], [3.983023, -1.875100, 0.620840], [-2.240779, 1.689097, 0.267001], [-0.618082, -3.381929, -0.018775], [-4.350488, 2.920688, 0.544530], [2.704100, -2.949018, 2.498124], [4.573175, 0.533332, 0.908750], [-6.459651, 1.697408, 0.918294], [0.030711, 1.264912, 0.216974], [0.456292, -1.751468, 1.372987], [-4.325901, -2.000857, 0.771303], [0.321127, -3.830239, -1.469280], [0.683900, 5.491703, -0.218004], [-6.444733, -0.767708, 1.039309], [4.517985, -1.467680, 2.247301], [2.433493, 4.485366, 1.210525], [3.864734, 0.518683, -1.376509], [0.719427, 1.889699, -1.281261], [2.062654, -1.344418, 2.923694], [3.140330, 5.091101, -0.289361], [3.094654, 2.811428, -1.251642], [4.013216, 2.831826, 0.260381], [1.974469, 2.065203, 1.486097], [-0.449719, 0.123462, -3.957556], [0.888220, -2.063196, -3.122056]],
  "forces_ev_per_angstrom": [[0.44, -0.31, -0.13], [-0.21, 0.10, -0.12], [-0.17, -0.01, 0.34], [-0.09, 0.25, 0.01], [0.05, 0.12, 0.20], [-0.05, -0.02, 0.10], [0.04, 0.18, -0.30], [-0.04, 0.10, 0.00], [0.48, -0.12, -0.22], [0.43, -0.74, 0.36], [0.16, -0.06, -0.13], [0.10, -0.21, 0.03], [0.02, 0.00, -0.32], [-0.05, -0.05, 0.01], [-0.11, 0.07, -0.32], [0.08, -0.11, 0.01], [0.11, -0.03, -0.03], [-0.07, -0.26, 0.35], [-0.15, 0.27, -0.35], [-0.20, 0.06, 0.24], [-0.06, -0.06, 0.41], [0.03, 0.00, 0.20], [-0.22, 0.26, 0.03], [-0.85, 0.15, -0.11], [-0.04, 0.05, 0.01], [-0.04, 0.08, 0.32], [0.08, 0.13, 0.40], [0.03, -0.03, -0.32], [-0.14, 0.12, 0.04], [-0.08, 0.01, 0.07], [-0.07, 0.02, 0.07], [-0.01, 0.04, -0.08], [0.04, -0.07, -0.10], [-0.02, -0.01, -0.10], [0.03, 0.06, -0.01], [0.10, -0.04, 0.05], [0.12, 0.08, -0.05], [0.07, 0.04, -0.21], [0.00, 0.08, 0.01], [-0.07, 0.12, 0.06], [-0.03, 0.07, 0.06], [-0.07, 0.04, 0.01], [0.02, -0.07, -0.05], [0.08, -0.12, -0.13], [0.00, -0.10, 0.02], [0.00, 0.16, 0.14], [-0.01, 0.03, -0.09], [-0.07, -0.04, 0.01], [0.06, -0.04, -0.02], [0.03, 0.05, 0.06], [0.03, 0.01, -0.03], [-0.01, -0.08, -0.08], [-0.03, -0.05, 0.02], [0.01, 0.04, 0.09], [0.06, -0.04, -0.08], [0.07, -0.03, -0.08], [0.01, 0.01, -0.04], [0.05, 0.06, -0.18], [0.13, -0.17, -0.04]],
  "mulliken_charge": [-0.6856, -0.7861, 0.3178, 0.3007, 1.0736, -1.3222, -0.5437, -0.7331, -0.9374, -1.0687, -1.2222, -0.9219, -0.7455, -0.6691, -0.6274, 0.0384, -0.5083, -0.2484, 0.0204, -0.1652, -0.7614, 0.9418, -0.8296, 0.4743, -0.4222, -0.9174, 0.2356, -0.7910, 0.6984, 0.4099, 0.3954, 0.3386, 0.3614, 0.2320, 0.4262, 0.3694, 0.6096, 0.4109, 0.4236, 0.4041, 0.2934, 0.3842, -0.1988, 0.1254, 0.4460, 0.4838, 0.4105, 0.3919, 0.4554, 0.3194, 0.3356, 0.1468, 0.3960, 0.3765, 0.3433, 0.2926, 0.4670, 0.4721, 0.4831],
  "total_charge": 0,
  "homo_ev": -8.0,
  "smiles": "CN(CCCNC(=O)Cn1cccc1C(=O)c1ccccc1)C1CCCCC1",
  "lumo_energy_ev": 0.20
}

---

(3)
{
  "formula": "C23H31N3O6",
  "method": "ωB97M-V/def2-TZVPD",
  "species": ["O", "O", "O", "O", "O", "O", "N", "N", "N", "C", "C", "C", "C", "C", "C", "C", "C", "C", "C", "C", "C", "C", "C", "C", "C", "C", "C", "C", "C", "C", "C", "C", "H", "H", "H", "H", "H", "H", "H", "H", "H", "H", "H", "H", "H", "H", "H", "H", "H", "H", "H", "H", "H", "H", "H", "H", "H", "H", "H", "H", "H", "H", "H"],
  "coordinates": [[1.642167, 5.148770, -3.282322], [1.689384, 4.504835, -1.132126], [-3.221606, -2.964210, 2.963912], [-0.490043, -0.622803, 3.302900], [-1.184376, 0.280422, 4.173333], [-0.406110, -3.029351, -0.518020], [2.070846, -0.542151, -1.276319], [-3.631836, -3.827179, 0.418775], [0.614874, -1.589545, 0.921204], [1.685093, 0.001857, 2.359717], [-1.746470, -2.504415, -0.465917], [3.140264, 1.035617, 0.182036], [3.341095, 3.595067, -2.592904], [0.486768, -2.022194, -0.289579], [0.374591, 5.052134, -0.961018], [3.902749, 1.629997, -0.977921], [1.739594, -4.664770, -2.960671], [-4.338556, -2.342964, 2.358128], [0.910687, -0.496820, 3.560391], [3.321774, 1.544842, 1.440398], [1.214979, -1.513274, -1.411361], [-2.754927, -3.610289, -0.730077], [-4.319948, -0.821779, 2.629531], [1.480404, -3.497250, -2.866872], [-4.402901, -2.639952, 0.808887], [2.222998, -0.029450, -0.014038], [2.588224, 1.014504, 2.530684], [-0.713949, 4.240305, -1.686937], [1.498468, -0.556444, 1.068429], [1.013299, -2.107508, -2.784732], [3.008866, 2.146894, -2.129563], [2.144108, 4.503042, -2.399673], [1.558493, -1.500656, -3.507483], [1.969231, 2.103450, -1.810128], [-1.901851, -2.123255, 0.547071], [-2.193141, -4.533251, -0.892658], [4.583939, 0.877498, -1.385810], [-0.954375, 4.723717, -2.630226], [3.999575, 2.368260, 1.616736], [-3.286097, -3.410776, -1.672650], [2.730285, 1.432140, 3.520092], [-1.592575, 4.191046, -1.048533], [-5.221142, -2.781380, 2.818723], [-1.826025, -1.674561, -1.175881], [2.124089, -5.655537, -2.919895], [0.362163, 6.101439, -1.251252], [-4.300269, -4.529813, 0.130393], [1.034151, 0.215460, 4.374133], [-5.458928, -2.794979, 0.560962], [-5.202907, -0.525454, 3.197482], [-0.328555, 3.240936, -1.885965], [-0.039954, -2.072891, -3.072920], [-2.430338, -2.444832, 2.785707], [3.527636, 3.610236, -3.662961], [0.190680, 5.004231, 0.111191], [-1.486392, 0.963298, 3.559210], [-3.457258, -0.592310, 3.255053], [-4.286957, -0.231128, 1.713671], [4.533585, 2.441147, -0.616958], [3.076077, 1.502072, -3.002837], [1.283406, -1.462316, 3.913371], [-4.090570, -1.752141, 0.254750], [4.203495, 3.994388, -2.060686]],
  "forces_ev_per_angstrom": [[-0.20, -0.02, 0.01], [-0.03, -0.22, -0.18], [-0.26, -0.07, 0.19], [-0.19, 0.04, 0.00], [0.01, 0.01, 0.08], [0.00, 0.33, -0.36], [-0.20, -0.16, 0.36], [-0.41, 0.36, -0.57], [0.38, 0.38, -0.54], [-0.19, 0.02, 0.42], [-0.02, -0.17, 0.52], [0.45, 0.58, -0.13], [-0.67, -0.35, 0.09], [-0.27, -0.58, 0.23], [-0.53, -0.06, 0.33], [-0.12, -0.34, -0.45], [0.44, 0.26, 0.32], [0.63, 0.39, -0.71], [0.23, 0.00, -0.06], [-0.50, -0.48, 0.30], [0.22, 0.14, -0.20], [0.29, -0.26, -0.15], [-0.39, -0.32, 0.21], [-0.45, -0.12, -0.14], [-0.26, -0.27, 0.62], [0.11, -0.10, -0.22], [0.10, 0.17, -0.33], [0.65, 0.61, 0.07], [0.03, 0.12, 0.53], [0.17, -0.17, -0.14], [0.17, 0.39, -0.06], [0.48, 0.22, -0.04], [0.05, 0.09, 0.10], [-0.04, 0.03, 0.00], [0.01, 0.15, -0.10], [0.03, 0.05, 0.00], [-0.02, -0.03, 0.08], [-0.13, -0.18, -0.06], [0.07, 0.01, -0.09], [-0.12, 0.12, 0.10], [-0.01, 0.04, 0.00], [-0.12, -0.12, -0.12], [0.09, -0.18, 0.11], [-0.03, -0.02, -0.02], [-0.16, -0.07, -0.17], [0.06, -0.02, -0.14], [0.14, -0.22, 0.25], [0.01, -0.05, 0.02], [0.00, 0.17, -0.06], [0.01, 0.12, -0.06], [-0.19, -0.11, 0.05], [-0.04, -0.05, 0.10], [0.09, 0.01, 0.00], [0.24, 0.11, 0.02], [0.24, -0.01, 0.02], [0.05, 0.00, -0.09], [0.02, 0.08, -0.07], [0.04, 0.04, 0.00], [-0.06, 0.01, 0.17], [0.07, -0.16, 0.13], [-0.11, -0.09, -0.18], [0.16, -0.05, -0.02], [0.01, 0.07, -0.01]],
  "mulliken_charge": [-0.5936, -0.2980, -0.5505, -0.0666, -0.4609, -0.4402, -0.2809, -0.2523, -0.4952, 1.1644, 0.3289, 1.0858, -0.6710, 0.5972, -0.3361, -1.4609, 0.0523, 0.3501, -1.1513, -0.8921, 0.2767, -1.1006, -1.1035, -0.6552, -0.9572, 0.0832, -0.7211, -0.9171, -0.0803, -0.6522, -0.0353, 0.4648, 0.3008, -0.0391, -0.0463, 0.4756, 0.2934, 0.2943, 0.3684, 0.2595, 0.3724, 0.3492, 0.4626, 0.3566, 0.4596, 0.2881, 0.2671, 0.4327, 0.4544, 0.3714, 0.2002, 0.2779, 0.2002, 0.3042, 0.3656, 0.3142, 0.1838, 0.3181, 0.5422, 0.4506, 0.2321, 0.3004, 0.3584],
  "total_charge": 0,
  "homo_ev": -8.9,
  "smiles": "C#CCc1nc2c(CCCC(=O)OCC)ccc(COO)c2nc1OCCNC[C@H](C)O",
  "lumo_energy_ev": -0.28
}

---

Number 1: calculated total energy -50357.2715 eV. Number 2: calculated total energy -32920.2779 eV. Number 3: calculated total energy -41103.8801 eV.